[1]
ORCA calculation (ωB97M-V/def2-TZVPD) on a 2-piece molecular cluster, CH3O2S2 overall at a distorted geometry.

Computed properties:
Kohn-Sham gap (spin up / spin down) ... 6.908 / 6.908 eV
Highest occupied orbital energy (spin up / spin down) ... -3.31 / -3.31 eV
Relative energy (zero: lowest compared OMol25 entry of this formula, charge and spin) ... 4.139 eV

```
! RIJCOSX wB97M-V def2-TZVPD def2/J DEFGRID3
* xyz -1 1
C -0.75 0.60 -0.18
O 0.15 -1.12 1.64
O 1.85 0.04 0.23
S -0.54 1.34 -1.62
S 0.31 -0.85 0.24
H -1.45 1.04 0.64
H -1.61 -1.23 -0.31
H 2.03 0.18 -0.64
*
```

[2]
ORCA calculation (ωB97M-V/def2-TZVPD) on a 4-piece molecular cluster, C26H63N3O5 overall at a distorted geometry.

Computed properties:
Kohn-Sham gap ... 7.966 eV
Highest occupied orbital energy ... -12.06 eV

```
! RIJCOSX wB97M-V def2-TZVPD def2/J DEFGRID3
* xyz 2 1
C -3.32 3.34 -3.48
C -2.06 4.33 -3.25
N -0.80 3.64 -2.67
C 0.44 4.57 -2.54
C -1.08 3.07 -1.22
C -1.51 4.13 -0.18
C -0.38 2.41 -3.54
C -0.49 2.50 -5.08
O 0.39 3.47 -5.49
C 0.94 3.16 -6.76
H -3.21 2.42 -4.06
H -4.11 3.95 -3.92
H -3.72 2.93 -2.56
H -2.27 5.24 -2.70
H -1.80 4.73 -4.23
H 0.80 4.74 -3.56
H 1.22 4.18 -1.88
H -0.01 5.48 -2.15
H -0.18 2.58 -0.84
H -1.90 2.36 -1.28
H -0.82 4.94 0.06
H -1.65 3.77 0.84
H -2.45 4.58 -0.48
H -0.93 1.54 -3.19
H 0.65 2.18 -3.27
H -1.49 2.71 -5.46
H -0.17 1.53 -5.46
H 1.87 3.69 -6.95
H 0.32 3.36 -7.63
H 1.36 2.16 -6.77
C 3.16 -0.72 -2.07
C 2.87 -1.09 -0.58
N 3.25 0.01 0.51
C 2.52 1.30 0.13
C 2.74 -0.51 1.90
C 3.08 0.45 3.04
C 4.80 0.38 0.53
C 5.84 -0.63 1.16
O 5.74 -1.93 0.56
C 6.66 -2.86 1.25
H 2.82 -1.54 -2.70
H 4.23 -0.60 -2.21
H 2.87 0.23 -2.50
H 3.51 -1.92 -0.26
H 1.83 -1.38 -0.44
H 2.91 1.58 -0.85
H 2.81 1.94 0.96
H 1.47 0.99 0.12
H 3.24 -1.46 2.06
H 1.66 -0.60 1.86
H 2.73 0.05 4.00
H 2.51 1.38 3.01
H 4.16 0.58 3.13
H 4.89 1.30 1.12
H 5.06 0.65 -0.50
H 5.76 -0.58 2.24
H 6.84 -0.21 0.98
H 7.74 -2.74 1.12
H 6.56 -3.82 0.75
H 6.46 -2.95 2.32
C -1.82 -4.97 4.49
C -1.99 -3.41 4.21
N -2.20 -2.91 2.74
C -0.93 -3.29 1.86
C -3.48 -3.61 2.19
C -4.04 -3.24 0.80
C -2.32 -1.33 2.75
C -3.32 -0.67 3.80
O -4.61 -1.29 3.64
C -5.59 -0.65 4.46
H -0.88 -5.24 4.01
H -2.67 -5.48 4.03
H -1.67 -5.24 5.54
H -1.05 -2.92 4.49
H -2.83 -2.99 4.75
H -1.13 -3.15 0.80
H -0.39 -4.15 2.25
H -0.15 -2.58 2.13
H -4.21 -3.56 2.99
H -3.21 -4.67 2.23
H -4.88 -3.85 0.47
H -3.24 -3.51 0.11
H -4.46 -2.25 0.59
H -2.70 -1.08 1.76
H -1.33 -0.90 2.89
H -3.33 0.39 3.58
H -2.93 -0.79 4.81
H -6.52 -1.20 4.57
H -5.89 0.37 4.18
H -5.23 -0.61 5.49
C -0.50 -1.81 -2.41
C -1.08 -0.98 -1.29
O -2.15 -0.47 -1.60
O -0.48 -0.77 -0.25
H -1.31 -2.13 -3.06
H -0.09 -2.71 -1.94
H 0.28 -1.33 -2.99
*
```

Number 1: electronic energy -26848.7569 eV. Number 2: electronic energy -42672.8536 eV.